# 1
Here is an isolated molecule of C24H20N4O6S at a distorted geometry from the OMol25 dataset. Energies are from ωB97M-V with the def2-TZVPD basis set.

Last column: Mulliken charge in e.
Element x y z (Å)
C  -0.48  -0.15  -5.10  -1.5687
C  0.76  -0.69  -4.48  0.7347
C  2.02  -0.28  -4.92  -0.7437
C  3.17  -0.72  -4.30  -0.3646
C  3.08  -1.57  -3.20  -0.4838
N  4.28  -1.90  -2.53  -0.2335
S  5.01  -0.64  -1.70  1.2811
O  5.38  0.38  -2.62  -0.6394
O  6.00  -1.23  -0.86  -0.7155
C  3.64  -0.08  -0.68  -0.4630
C  3.56  -0.48  0.64  -0.8685
C  2.43  -0.20  1.38  -0.4504
C  1.33  0.42  0.78  0.3533
N  0.20  0.76  1.51  0.8056
C  -0.32  0.14  2.60  -0.3218
C  -1.44  0.85  2.97  -0.0854
C  -2.28  0.58  4.14  0.6805
O  -1.76  0.11  5.16  -0.7857
C  -3.70  0.93  4.07  0.4995
C  -4.35  1.15  2.85  -0.5227
C  -5.68  1.51  2.82  -0.9103
C  -6.39  1.66  4.01  -0.3650
C  -5.78  1.42  5.22  -0.6609
C  -4.44  1.02  5.27  0.3076
O  -3.91  0.76  6.47  -0.6400
C  -1.48  1.93  2.05  -0.5221
N  -0.50  1.85  1.19  -0.9581
C  1.41  0.77  -0.57  0.0857
N  0.24  1.21  -1.32  1.3782
O  -0.76  0.56  -1.15  -0.5800
O  0.38  2.10  -2.11  -0.6998
C  2.58  0.57  -1.29  -0.6336
C  1.84  -2.02  -2.75  1.4656
C  1.72  -2.96  -1.58  -1.9600
C  0.70  -1.57  -3.40  -0.6468
H  -0.74  0.80  -4.64  0.2651
H  -0.34  0.02  -6.17  0.4245
H  -1.32  -0.84  -4.96  0.3892
H  2.09  0.40  -5.76  0.4177
H  4.14  -0.39  -4.62  0.4686
H  4.24  -2.73  -1.96  0.4633
H  4.40  -1.00  1.07  0.4993
H  2.38  -0.45  2.43  0.5217
H  0.08  -0.77  3.00  0.5385
H  -3.81  1.01  1.93  0.5668
H  -6.17  1.67  1.87  0.4025
H  -7.43  1.96  3.98  0.3799
H  -6.32  1.51  6.15  0.4298
H  -2.99  0.44  6.33  0.4082
H  -2.16  2.76  2.02  0.6646
H  2.66  0.91  -2.31  0.8645
H  2.13  -3.93  -1.84  0.3930
H  0.68  -3.09  -1.31  0.3782
H  2.26  -2.58  -0.72  0.4106
H  -0.27  -1.89  -3.05  0.3450

Molar mass   492.51 g/mol
E_LUMO   -0.8238 eV
SMILES string   Cc1ccc(NS(=O)(=O)c2ccc(-n3cc(C(=O)c4ccccc4O)cn3)c([N+](=O)[O-])c2)c(C)c1
Orbital gap   0.2980 hartree

# 2
Here is the ion C11H19N2OS with charge +1 at a distorted geometry from the OMol25 dataset. Energies are from ωB97M-V with the def2-TZVPD basis set.

Last column: Mulliken charge in e.
Element x y z (Å)
C  -3.77  0.91  0.00  -0.4027
C  -2.88  1.80  -0.38  -0.6850
C  2.20  1.94  -0.73  0.0783
C  -3.36  -0.46  0.72  -1.0357
C  -1.34  1.59  -0.35  -0.4635
C  -1.82  -0.38  1.03  -0.6317
C  2.62  1.35  0.69  -0.1849
C  0.38  -0.23  -0.08  -0.2999
C  3.73  0.35  0.51  -1.2895
C  1.45  -2.68  0.06  -1.2958
C  0.76  -1.60  -0.80  0.3822
N  1.33  1.57  -1.48  -0.5033
N  -1.08  0.11  -0.19  0.0995
O  -0.48  -2.09  -1.32  -0.6127
S  1.13  0.37  1.28  -0.1208
H  -4.81  1.20  -0.12  0.3827
H  -3.12  2.70  -0.75  0.5682
H  2.96  2.84  -0.76  0.3176
H  -4.03  -0.56  1.59  0.4537
H  -3.63  -1.25  0.10  0.4134
H  -0.99  1.83  -1.33  0.5703
H  -0.95  2.30  0.37  0.3376
H  -1.81  0.45  1.70  0.4411
H  -1.54  -1.32  1.48  0.4338
H  2.61  2.07  1.44  0.6316
H  3.47  -0.21  -0.33  0.3682
H  3.90  -0.23  1.43  0.3593
H  4.58  0.90  0.50  0.4577
H  2.54  -2.57  0.04  0.3138
H  1.30  -3.66  -0.54  0.3265
H  1.13  -2.67  1.06  0.4207
H  1.50  -1.22  -1.69  0.2750
H  -1.51  -0.50  -0.95  0.4984
H  -0.47  -2.69  -2.20  0.3957

Molar mass   227.35 g/mol
Total charge   +1
E_LUMO (spin up / spin down)   -4.6139 / -4.5841 eV
Energy above the lowest of the compared OMol25 structures with the same formula, charge and spin   86.1 kcal per mole
Orbital gap (spin up / spin down)   0.2796 / 0.2700 hartree

# 3
Here is a cluster of 17 separate species, H32O20P in total at a distorted geometry from the OMol25 dataset. Energies are from ωB97M-V with the def2-TZVPD basis set.

Last column: Mulliken charge in e.
Element x y z (Å)
P  -0.06  0.12  -0.08  -4.0120
O  0.64  0.96  -1.00  0.9257
O  0.87  -1.03  0.36  1.7213
O  -1.19  -0.36  -0.79  0.7600
O  -0.48  0.85  1.13  0.4458
O  2.75  2.39  -1.18  -0.7558
H  3.08  2.25  -0.28  0.3562
H  1.87  1.96  -1.09  0.4745
O  -2.63  2.17  0.34  -0.7362
H  -1.88  1.69  0.70  0.0219
H  -3.15  1.42  0.06  0.6147
O  0.03  2.83  -2.29  -0.8791
H  0.62  2.72  -3.06  0.3321
H  0.33  2.04  -1.73  0.4611
O  2.63  -1.67  2.10  -0.8240
H  1.95  -1.26  1.49  0.2047
H  3.46  -1.77  1.62  0.3001
O  -0.35  -2.59  1.86  -0.8229
H  0.07  -3.40  1.66  0.2817
H  0.13  -1.93  1.33  0.1071
O  0.26  3.31  1.06  -0.7465
H  -0.32  3.78  0.44  0.3654
H  0.10  2.36  1.05  -0.0427
O  -1.38  1.96  3.13  -0.7724
H  -1.07  1.46  2.33  0.2799
H  -1.71  1.28  3.76  0.2805
O  1.96  0.13  -2.85  -0.8678
H  1.30  0.37  -2.10  0.0310
H  1.73  -0.79  -3.03  0.4610
O  -0.17  -1.80  -2.65  -0.8667
H  0.14  -2.42  -1.97  0.5136
H  -0.63  -1.20  -2.06  0.2205
O  -3.66  -0.30  -0.68  -0.8190
H  -2.68  -0.23  -0.64  0.4776
H  -4.00  -0.66  0.12  0.3121
O  -1.81  -0.58  2.62  -0.9078
H  -1.29  -0.05  1.97  0.4305
H  -1.49  -1.48  2.35  0.6197
O  -2.03  -2.58  -0.28  -0.8268
H  -1.55  -2.69  0.52  0.5158
H  -1.72  -1.68  -0.52  0.3349
O  -1.63  0.72  -2.97  -0.8208
H  -1.16  1.53  -2.86  0.4913
H  -1.47  0.24  -2.12  0.1109
O  3.12  -1.02  -0.72  -0.7934
H  2.24  -0.98  -0.31  0.1775
H  3.07  -0.42  -1.43  0.5810
O  1.54  1.03  2.75  -0.7036
H  0.85  0.88  2.11  0.1278
H  1.41  1.92  3.11  0.3392
O  1.37  -3.24  -0.67  -0.7891
H  0.82  -3.86  -0.26  0.2990
H  1.15  -2.34  -0.35  0.0105

Molar mass   383.21 g/mol
Total charge   -3
E_LUMO   7.3907 eV
Energy above the lowest of the compared OMol25 structures with the same formula, charge and spin   93.1 kcal per mole
Orbital gap   0.3102 hartree

# 4
Here is a structure of composition C26H27BN5O2Pt from the OMol25 dataset. Energies are from ωB97M-V with the def2-TZVPD basis set.

Last column: Mulliken charge in e.
Element x y z (Å)
Pt  -0.22  1.31  -1.13  0.1942
B  1.37  3.56  1.11  0.3372
N  0.79  2.18  1.52  0.1262
C  0.18  1.86  2.67  -0.4557
C  0.06  0.48  2.73  -0.8083
C  0.63  0.03  1.55  -0.3851
N  1.08  1.06  0.82  -0.2667
N  0.91  3.98  -0.33  0.1085
C  0.81  5.24  -0.76  -0.2203
C  0.65  5.23  -2.14  -0.8092
C  0.66  3.88  -2.47  -0.5269
N  0.82  3.13  -1.37  -0.0939
H  2.58  3.48  1.10  -0.2791
H  0.97  4.39  1.89  -0.1685
H  -0.12  2.62  3.36  0.4271
H  -0.42  -0.11  3.50  0.5105
H  0.74  -0.98  1.18  0.4758
H  0.87  6.06  -0.07  0.4227
H  0.54  6.07  -2.80  0.3661
H  0.57  3.40  -3.43  0.4840
O  3.66  -1.15  -3.51  -0.6796
C  3.50  -0.50  -2.50  0.1674
O  2.38  0.16  -2.22  -0.3559
C  4.61  -0.37  -1.43  0.4661
N  4.14  0.44  -0.32  -0.2966
C  5.05  1.55  -0.07  -0.4304
C  5.64  1.82  -1.45  -0.6106
C  5.81  0.40  -2.02  -0.8981
H  4.89  -1.38  -1.15  0.3179
H  3.87  -0.07  0.51  0.1422
H  2.54  0.58  -1.33  0.3586
H  5.86  1.28  0.63  0.3228
H  4.51  2.40  0.34  0.0876
H  6.57  2.37  -1.40  0.3934
H  4.92  2.39  -2.05  0.2596
H  6.74  -0.04  -1.67  0.3118
H  5.80  0.37  -3.11  0.3839
C  -1.45  -0.17  -0.82  -2.1634
C  -2.24  -1.01  -0.39  2.1646
C  -3.11  -1.94  0.16  -0.5583
C  -3.62  -3.04  -0.67  0.3878
C  -4.76  -3.78  -0.34  -0.1778
C  -5.21  -4.81  -1.15  -0.6664
C  -4.53  -5.13  -2.32  -0.4315
C  -3.41  -4.38  -2.68  -0.5322
C  -2.96  -3.35  -1.87  -0.6431
C  -3.45  -1.79  1.58  0.4827
C  -3.43  -0.51  2.16  -0.4601
C  -3.72  -0.33  3.50  -0.6169
C  -4.03  -1.42  4.31  -0.4131
C  -4.01  -2.69  3.76  -0.6418
C  -3.72  -2.88  2.42  -0.2615
H  -5.33  -3.52  0.54  0.5558
H  -6.09  -5.36  -0.87  0.3589
H  -4.88  -5.93  -2.96  0.3634
H  -2.88  -4.61  -3.60  0.3636
H  -2.09  -2.78  -2.15  0.3840
H  -3.16  0.34  1.54  0.4124
H  -3.70  0.67  3.92  0.3758
H  -4.27  -1.28  5.36  0.3756
H  -4.22  -3.56  4.38  0.3737
H  -3.66  -3.88  2.02  0.5897

Molar mass   647.43 g/mol
Total charge   -1
⟨S²⟩   2.035
E_LUMO (spin up / spin down)   2.8039 / 2.1152 eV
Energy above the lowest of the compared OMol25 structures with the same formula, charge and spin   1.8 kcal per mole
Orbital gap (spin up / spin down)   0.2260 / 0.2582 hartree
2S+1   3

# 5
Here is a cluster of 6 separate species, CH13NO4 in total at a distorted geometry from the OMol25 dataset. Energies are from ωB97M-V with the def2-TZVPD basis set.

Last column: Mulliken charge in e.
Element x y z (Å)
C  0.33  1.18  -0.67  -0.6348
N  0.22  0.03  -1.46  -0.3157
H  -0.47  1.87  -0.93  0.3391
H  1.30  1.66  -0.72  0.2790
H  0.19  0.91  0.45  0.2631
H  0.88  -0.68  -1.13  0.3504
H  -0.73  -0.39  -1.37  0.3648
H  3.83  0.23  0.02  0.3456
H  3.16  -0.82  0.82  0.2555
O  3.90  -0.72  0.21  -0.6207
H  1.57  -0.66  1.21  0.0330
H  0.14  -1.81  0.72  0.2129
O  -0.69  -2.27  0.53  -0.6348
H  -1.86  1.16  0.90  0.3519
H  -3.08  -0.38  -0.65  0.1496
O  -2.18  -0.06  -0.50  -0.8179
H  -1.31  -1.61  0.16  0.4148
H  -2.35  2.11  2.05  0.3190
O  -1.64  1.96  1.41  -0.6549

Molar mass   103.12 g/mol
E_LUMO   -5.4302 eV
Energy above the lowest of the compared OMol25 structures with the same formula, charge and spin   206.0 kcal per mole
Orbital gap   0.1574 hartree

# 6
Here is a cluster of 4 separate species, C2H10O4 in total at a distorted geometry from the OMol25 dataset. Energies are from ωB97M-V with the def2-TZVPD basis set.

Last column: Mulliken charge in e.
Element x y z (Å)
C  -1.78  -0.77  -1.03  -0.7857
C  -2.53  -0.25  0.18  0.2076
O  -2.72  0.89  0.52  -0.4779
H  -2.33  -1.36  -1.81  0.3401
H  -1.35  0.01  -1.65  0.2843
H  -1.03  -1.49  -0.69  0.1862
H  -2.58  -1.04  0.97  0.2554
O  -0.28  0.21  3.51  -0.6355
H  -1.24  0.14  3.55  0.3152
H  -0.09  1.12  3.29  0.3175
O  3.72  2.36  -1.59  -0.6415
H  4.08  3.02  -0.94  0.3280
H  3.96  1.53  -1.13  0.3149
O  1.15  -1.64  -0.80  -0.6335
H  1.25  -1.79  -1.75  0.3252
H  1.78  -0.93  -0.64  0.2997

Molar mass   98.10 g/mol
E_LUMO   0.2681 eV
SMILES string   CC=O.O.O.O
Energy above the lowest of the compared OMol25 structures with the same formula, charge and spin   23.9 kcal per mole
Orbital gap   0.3685 hartree